ORCA calculation (ωB97M-V/def2-TZVPD) on a 2-piece molecular cluster, C8H8N2O2 overall.

```
20
Properties=species:S:1:pos:R:3:mulliken_charge:R:1
C -0.635 2.979 -0.216 -0.3872
C -1.549 2.033 -0.572 -0.4716
C 0.674 2.485 0.255 -0.6242
C -1.393 0.682 -0.278 -0.2811
C 0.794 1.156 0.496 -0.2753
C -0.208 0.212 0.271 0.3866
C -0.249 -2.269 -2.112 0.7886
C 1.170 -2.846 1.301 -0.5267
N 0.790 -1.613 1.215 0.1349
N -0.134 -1.221 0.417 -0.7176
O 0.434 -3.104 -1.659 -0.4389
O -0.991 -1.606 -2.674 -0.3539
H -0.813 4.086 -0.454 0.2855
H -2.588 2.304 -0.900 0.2699
H 1.415 3.268 0.276 0.3714
H -2.031 0.033 -0.697 0.5169
H 1.785 0.802 0.751 0.3410
H 0.676 -3.441 0.604 0.3093
H 1.782 -3.113 2.078 0.3172
H 1.072 -0.827 1.898 0.3553
```

As for the strongest force on any atom: 4.64 eV/A. The HOMO energy (alpha / beta) comes out at -0.275 / -0.275 Eh. The calculation puts the molecular weight at 164.2 g mol⁻¹. As for the frontier orbital gap (alpha / beta): 8.11 / 8.11 eV. As for the charge: 0.


ORCA calculation (ωB97M-V/def2-TZVPD) on a 3-piece molecular cluster, C24H45NO2 overall.

```
72
Properties=species:S:1:pos:R:3:mulliken_charge:R:1
C 2.726 0.838 0.693 -1.0298
C 2.710 2.412 0.477 -0.2734
O 1.466 2.917 -0.083 -0.1505
C 1.643 4.319 -0.325 -1.2049
C 1.870 4.621 -1.865 0.2760
N 0.668 4.155 -2.569 -0.5217
C 2.164 6.186 -2.009 -0.7766
C 3.535 6.458 -2.753 0.1874
O 4.605 6.432 -2.197 -0.5348
C 3.382 6.815 -4.282 0.4437
C 3.797 8.087 -4.838 -0.3578
C 3.595 8.385 -6.246 -0.5077
C 2.961 7.350 -7.069 -0.3394
C 2.558 6.062 -6.520 -0.5577
C 2.764 5.756 -5.100 -0.2143
H 3.816 0.556 0.756 0.4022
H 2.332 0.334 -0.227 0.2100
H 2.174 0.509 1.605 0.2424
H 3.016 2.982 1.397 0.3296
H 3.500 2.639 -0.304 0.2378
H 2.476 4.774 0.269 0.4069
H 0.671 4.826 -0.056 0.2805
H 2.771 4.087 -2.277 0.4912
H 0.853 3.849 -3.520 0.2593
H -0.108 4.811 -2.511 0.2268
H 2.102 6.741 -1.036 0.4660
H 1.333 6.598 -2.651 0.4090
H 4.244 8.848 -4.165 0.3448
H 3.892 9.370 -6.675 0.3466
H 2.769 7.553 -8.152 0.3189
H 2.073 5.308 -7.174 0.3358
H 2.467 4.774 -4.663 0.2704
C -1.266 -0.484 -1.536 -1.3014
C -1.394 0.153 -0.158 -0.2259
C -1.092 -0.813 0.985 -0.6234
C -2.033 -2.016 1.091 -0.2644
C -3.514 -1.674 1.247 -0.5911
C -3.823 -0.900 2.523 -1.1969
H -1.981 -1.299 -1.675 0.3507
H -1.457 0.259 -2.314 0.3955
H -0.259 -0.880 -1.691 0.2608
H -2.394 0.582 -0.042 0.2782
H -0.692 0.990 -0.097 0.1640
H -1.106 -0.256 1.927 0.3501
H -0.067 -1.185 0.872 0.3182
H -1.718 -2.626 1.946 0.0326
H -1.911 -2.653 0.209 0.3608
H -4.086 -2.607 1.259 0.4111
H -3.870 -1.109 0.380 0.3032
H -3.516 -1.467 3.406 0.2564
H -4.897 -0.714 2.601 0.3852
H -3.319 0.068 2.541 0.3098
C -0.119 -8.792 3.598 -1.1802
C -1.633 -8.620 3.610 -0.4019
C -2.136 -7.627 2.561 -0.8383
C -1.638 -6.190 2.733 -0.3699
C -1.964 -5.543 4.079 -0.4975
C -3.461 -5.406 4.334 -1.1409
H 0.397 -7.860 3.837 0.2820
H 0.182 -9.535 4.340 0.3771
H 0.228 -9.137 2.621 0.2906
H -1.962 -8.321 4.610 0.2362
H -2.094 -9.593 3.415 0.3616
H -3.230 -7.637 2.566 0.3338
H -1.838 -7.980 1.568 0.3911
H -2.066 -5.578 1.932 0.2043
H -0.553 -6.161 2.584 0.3375
H -1.515 -4.545 4.101 0.3753
H -1.503 -6.105 4.896 0.3416
H -3.936 -4.808 3.551 0.1985
H -3.636 -4.906 5.289 0.3702
H -3.955 -6.378 4.375 0.3388
```

As for the strongest force on any atom: 3.22 eV/A. The HOMO energy comes out at -0.334 Eh. The calculation puts the molecular weight at 379.6 g mol⁻¹. As for the frontier orbital gap: 9.61 eV. As for the charge: 0.


ORCA calculation (ωB97M-V/def2-TZVPD) on C4H8N2S as an isolated structure.

```
15
Properties=species:S:1:pos:R:3:mulliken_charge:R:1
C -1.454 -0.528 -0.198 0.3498
C 2.297 1.398 -0.186 -0.8521
C 0.441 -1.806 0.676 -0.7768
C -0.697 -1.747 -0.050 0.1104
N -2.668 -0.347 -0.618 -0.6401
N -2.897 0.849 -0.144 -0.0070
S -1.246 1.101 0.395 -0.1065
H 1.674 2.331 -0.438 0.2385
H 1.734 1.034 0.652 0.0813
H 3.348 1.817 0.020 0.2712
H 0.741 -0.979 1.244 0.3144
H 0.806 -2.861 0.959 0.2249
H 2.359 0.767 -1.033 0.2682
H -1.116 -2.627 -0.636 0.2765
H -3.322 1.597 -0.644 0.2473
```

As for the strongest force on any atom: 3.90 eV/A. The HOMO energy comes out at -0.320 Eh. The calculation puts the molecular weight at 116.2 g mol⁻¹. As for the frontier orbital gap: 9.03 eV. As for the charge: 0.


ORCA calculation (ωB97M-V/def2-TZVPD) on a 2-piece molecular cluster, C3H8O overall.

```
12
Properties=species:S:1:pos:R:3:mulliken_charge:R:1
C 0.166 -1.626 -2.188 -0.1341
C 0.329 -0.229 -2.245 -0.1259
H -0.403 -2.062 -3.061 0.3097
H 0.792 -2.208 -1.476 0.3088
H -0.456 0.432 -2.536 0.3340
H 1.244 0.140 -1.755 0.2859
C -0.119 0.703 2.405 -0.5191
O -1.062 1.026 1.489 -0.5141
H -0.376 1.175 3.398 0.2573
H 1.004 0.968 2.042 0.1975
H 0.032 -0.328 2.646 0.2558
H -1.151 2.008 1.282 0.3443
```

As for the strongest force on any atom: 4.72 eV/A. The HOMO energy (alpha / beta) comes out at -0.492 / -0.488 Eh. Its spin multiplicity is 2. The calculation puts the molecular weight at 60.1 g mol⁻¹. As for the frontier orbital gap (alpha / beta): 6.72 / 3.56 eV. As for the charge: +1.


Copy entry 1 word for word.
ORCA calculation (ωB97M-V/def2-TZVPD) on a 2-piece molecular cluster, C8H8N2O2 overall.

```
20
Properties=species:S:1:pos:R:3:mulliken_charge:R:1
C -0.635 2.979 -0.216 -0.3872
C -1.549 2.033 -0.572 -0.4716
C 0.674 2.485 0.255 -0.6242
C -1.393 0.682 -0.278 -0.2811
C 0.794 1.156 0.496 -0.2753
C -0.208 0.212 0.271 0.3866
C -0.249 -2.269 -2.112 0.7886
C 1.170 -2.846 1.301 -0.5267
N 0.790 -1.613 1.215 0.1349
N -0.134 -1.221 0.417 -0.7176
O 0.434 -3.104 -1.659 -0.4389
O -0.991 -1.606 -2.674 -0.3539
H -0.813 4.086 -0.454 0.2855
H -2.588 2.304 -0.900 0.2699
H 1.415 3.268 0.276 0.3714
H -2.031 0.033 -0.697 0.5169
H 1.785 0.802 0.751 0.3410
H 0.676 -3.441 0.604 0.3093
H 1.782 -3.113 2.078 0.3172
H 1.072 -0.827 1.898 0.3553
```

As for the strongest force on any atom: 4.64 eV/A. The HOMO energy (alpha / beta) comes out at -0.275 / -0.275 Eh. The calculation puts the molecular weight at 164.2 g mol⁻¹. As for the frontier orbital gap (alpha / beta): 8.11 / 8.11 eV. As for the charge: 0.